{"formula": "C49H53N4O5PS2V", "method": "the ωB97M-V functional and the def2-TZVPD basis", "elements": ["V", "C", "C", "N", "N", "C", "O", "C", "C", "C", "C", "C", "C", "C", "C", "C", "C", "C", "N", "H", "H", "H", "H", "H", "H", "H", "H", "H", "H", "H", "H", "C", "C", "C", "C", "P", "C", "C", "C", "C", "C", "C", "C", "C", "C", "C", "H", "H", "H", "H", "H", "H", "H", "H", "H", "H", "H", "H", "H", "H", "H", "H", "H", "H", "H", "H", "H", "H", "H", "O", "S", "C", "C", "C", "C", "C", "C", "C", "C", "C", "C", "C", "C", "C", "C", "H", "H", "H", "H", "H", "H", "H", "H", "H", "H", "H", "H", "H", "H", "O", "S", "O", "N", "C", "O", "C", "C", "C", "C", "C", "C", "H", "H", "H", "H"], "xyz": [[-0.8785, -0.3761, 0.2380], [-3.8570, 2.3436, 2.0793], [-2.8481, 1.6961, 1.2057], [-2.2690, 0.5771, 1.4752], [-2.6823, -0.0990, 2.5923], [-2.1714, -1.2771, 2.5429], [-1.3249, -1.5416, 1.5368], [-2.4587, -2.3390, 3.4982], [-3.1085, -2.0271, 4.6935], [-3.3849, -3.0307, 5.6032], [-3.0254, -4.3430, 5.3183], [-2.3874, -4.6551, 4.1249], [-2.0978, -3.6551, 3.2134], [-2.4771, 2.2167, -0.1028], [-3.0764, 3.3194, -0.6708], [-2.8119, 3.6110, -2.0050], [-1.9851, 2.7638, -2.7077], [-1.3993, 1.6828, -2.0595], [-1.5981, 1.4290, -0.7670], [-3.7863, 1.9639, 3.0927], [-4.8573, 2.1179, 1.6988], [-3.7295, 3.4253, 2.0723], [-3.3878, -1.0027, 4.9003], [-3.8836, -2.7945, 6.5330], [-3.2466, -5.1269, 6.0303], [-2.1166, -5.6791, 3.9071], [-1.5985, -3.8909, 2.2828], [-3.7678, 3.9184, -0.0971], [-3.2779, 4.4626, -2.4820], [-1.7800, 2.9018, -3.7593], [-0.7576, 1.0084, -2.6010], [0.0494, 0.0144, 4.7914], [1.1560, -0.5525, 3.8906], [2.4995, -0.4109, 4.6219], [0.9559, -2.0649, 3.6913], [1.1592, 0.3397, 2.2094], [2.7472, -0.2855, 1.5673], [3.9671, 0.3904, 1.5891], [5.1364, -0.2464, 1.1963], [5.1103, -1.5766, 0.8006], [3.9045, -2.2632, 0.7786], [2.7347, -1.6183, 1.1447], [1.2665, 2.2033, 2.5168], [1.6207, 2.8477, 1.1692], [2.2472, 2.6904, 3.5910], [-0.1218, 2.7274, 2.9119], [-0.1052, -0.6680, 5.6290], [-0.9072, 0.1386, 4.2862], [0.3383, 0.9768, 5.2132], [2.4209, -0.9685, 5.5587], [2.7553, 0.6114, 4.8766], [3.3192, -0.8472, 4.0514], [0.6883, -2.4996, 4.6565], [1.8807, -2.5416, 3.3712], [0.1769, -2.3238, 2.9846], [4.0272, 1.4166, 1.9192], [6.0737, 0.2938, 1.2223], [6.0273, -2.0755, 0.5163], [3.8730, -3.2989, 0.4664], [1.7973, -2.1561, 1.0774], [2.6929, 2.8372, 0.9780], [1.3114, 3.8948, 1.1759], [1.1093, 2.3485, 0.3431], [3.2553, 2.2977, 3.4882], [1.8926, 2.4612, 4.5937], [2.3069, 3.7795, 3.5161], [-0.8843, 2.4108, 2.2069], [-0.0887, 3.8189, 2.8979], [-0.4249, 2.4216, 3.9099], [0.6139, 0.1851, -1.1474], [1.9996, -0.2969, -1.6381], [1.9627, -0.6014, -3.4602], [0.7760, -0.1522, -4.2588], [0.7601, 1.0779, -4.9097], [-0.3184, 1.4270, -5.7108], [-1.3832, 0.5532, -5.8752], [-1.3582, -0.6857, -5.2510], [-0.2829, -1.0336, -4.4505], [3.1067, 1.1448, -1.6386], [2.8886, 2.2537, -2.6219], [1.8199, 3.1386, -2.5101], [1.6619, 4.1662, -3.4268], [2.5718, 4.3263, -4.4638], [3.6479, 3.4574, -4.5755], [3.8039, 2.4282, -3.6579], [2.0962, -1.6793, -3.5446], [2.8686, -0.1148, -3.8192], [1.5961, 1.7560, -4.8140], [-0.3116, 2.3774, -6.2300], [-2.2177, 0.8241, -6.5080], [-2.1679, -1.3859, -5.4064], [-0.2295, -2.0211, -4.0111], [4.0725, 0.6596, -1.8078], [3.1041, 1.4787, -0.6062], [1.1125, 3.0327, -1.6994], [0.8341, 4.8567, -3.3245], [2.4522, 5.1346, -5.1725], [4.3700, 3.5844, -5.3706], [4.6572, 1.7638, -3.7410], [-4.5313, -1.4736, -0.9635], [-3.4683, -1.3525, -1.9062], [-3.5092, -0.3149, -2.8876], [-2.0258, -1.2631, -1.0729], [-1.1979, -2.3023, -1.2866], [-0.1137, -2.2542, -0.6661], [-1.7674, -3.3195, -2.1837], [-1.2322, -4.5293, -2.5914], [-1.9963, -5.3254, -3.4349], [-3.2636, -4.9219, -3.8472], [-3.8080, -3.7092, -3.4320], [-3.0343, -2.9263, -2.6037], [-0.2520, -4.8421, -2.2565], [-1.6074, -6.2766, -3.7714], [-3.8399, -5.5665, -4.4970], [-4.7972, -3.4010, -3.7428]], "mulliken_spin": [1.15, 0.00, 0.02, -0.08, -0.02, 0.02, -0.08, 0.00, 0.00, 0.00, 0.00, 0.00, 0.00, 0.03, 0.00, 0.00, 0.00, 0.03, -0.03, 0.00, 0.00, 0.00, 0.00, 0.00, 0.00, 0.00, 0.00, 0.00, 0.00, 0.00, 0.01, 0.00, 0.00, 0.00, 0.00, 0.03, -0.03, 0.00, 0.00, 0.00, 0.01, 0.02, -0.01, 0.01, 0.00, 0.00, 0.00, 0.00, 0.00, 0.00, 0.00, 0.00, 0.00, 0.00, 0.00, 0.00, 0.00, 0.00, 0.00, -0.01, 0.00, 0.00, 0.01, 0.00, 0.00, 0.00, 0.01, 0.00, 0.00, -0.03, 0.00, 0.00, 0.00, 0.00, 0.00, 0.00, 0.00, 0.00, 0.00, 0.00, 0.00, 0.00, 0.00, 0.00, 0.00, 0.00, 0.00, 0.00, 0.00, 0.00, 0.00, 0.00, 0.00, 0.00, 0.00, 0.00, 0.00, 0.00, 0.00, 0.00, 0.00, 0.00, -0.05, 0.00, -0.01, 0.00, 0.00, 0.00, 0.00, 0.00, 0.00, 0.00, 0.00, 0.00, 0.00], "relative_energy_kcal_mol": 0.0, "charge": 2, "energy_ev": -124507.0136, "s_squared": 0.771, "spin_multiplicity": 2}

{"formula": "C49H54FFeN10O4Si", "method": "the ωB97M-V functional and the def2-TZVPD basis", "elements": ["Fe", "C", "N", "C", "C", "N", "C", "C", "C", "C", "C", "C", "N", "C", "N", "C", "C", "C", "C", "C", "C", "N", "H", "H", "H", "H", "H", "H", "H", "H", "H", "H", "H", "H", "H", "H", "H", "F", "C", "C", "C", "C", "O", "C", "C", "N", "C", "C", "C", "C", "C", "C", "N", "C", "C", "N", "C", "C", "C", "O", "O", "H", "H", "H", "H", "H", "H", "H", "H", "H", "H", "H", "H", "H", "H", "H", "H", "H", "H", "C", "Si", "C", "C", "C", "C", "H", "H", "H", "H", "H", "H", "H", "H", "H", "C", "N", "N", "C", "O", "C", "C", "C", "C", "C", "C", "C", "C", "C", "H", "H", "H", "H", "H", "H", "H", "H", "H", "H", "H", "H"], "xyz": [[1.6233, -0.3886, 1.6274], [1.8013, -3.6921, 1.6557], [1.0350, -2.6814, 2.3823], [1.1202, -2.7052, 3.8399], [2.0756, -1.6639, 4.3270], [2.7602, -0.9150, 3.5135], [3.4676, -0.0181, 4.2983], [4.3469, 0.9989, 3.9416], [4.9123, 1.7304, 4.9658], [4.6037, 1.4752, 6.3083], [3.7377, 0.4631, 6.6754], [3.1862, -0.2856, 5.6454], [2.3074, -1.3592, 5.6230], [2.8814, -3.0759, 0.8253], [3.3397, -1.8754, 1.0135], [4.2833, -1.6548, 0.0225], [5.0769, -0.5412, -0.2368], [5.9437, -0.6171, -1.3089], [6.0178, -1.7628, -2.1117], [5.2439, -2.8801, -1.8595], [4.3834, -2.8078, -0.7722], [3.4774, -3.7001, -0.2214], [1.1454, -4.2663, 0.9966], [2.2606, -4.3929, 2.3592], [0.0823, -2.6191, 2.0561], [1.4334, -3.6895, 4.2034], [0.1374, -2.4978, 4.2690], [4.5567, 1.1966, 2.8990], [5.6023, 2.5307, 4.7329], [5.0472, 2.0934, 7.0767], [3.4876, 0.2804, 7.7119], [1.8568, -1.7677, 6.4236], [5.0019, 0.3392, 0.3866], [6.5866, 0.2225, -1.5383], [6.7006, -1.7759, -2.9507], [5.3059, -3.7638, -2.4812], [3.2880, -4.6331, -0.5449], [-3.1503, 0.1047, -3.0488], [-3.4320, 0.3449, -1.7443], [-2.4216, 0.1391, -0.8468], [-2.6019, 0.4360, 0.5039], [-1.5085, 0.1943, 1.4430], [-0.4945, -0.4343, 1.0711], [-1.7210, 0.7000, 2.7546], [-2.9184, 1.2435, 3.0878], [-3.9799, 1.3345, 2.2489], [-5.2248, 1.8764, 2.7420], [-5.7355, 1.4357, 4.0766], [-6.4383, 0.9945, 2.8295], [-3.8296, 0.9685, 0.9290], [-4.8638, 1.1127, -0.0018], [-4.6968, 0.8163, -1.3477], [-5.8004, 0.9588, -2.2225], [-6.6080, 2.1685, -2.1549], [-8.0869, 1.7699, -2.2996], [-8.1462, 0.4882, -3.0721], [-7.1616, 0.5197, -4.1934], [-5.7508, 0.4349, -3.5870], [-0.6312, 0.5815, 3.8111], [-0.9708, 0.6992, 4.9804], [0.5389, 0.3589, 3.3674], [-1.4586, -0.2279, -1.1793], [-3.0596, 1.6226, 4.0913], [-5.3781, 2.9161, 2.4749], [-6.2034, 2.1726, 4.7123], [-5.1764, 0.6833, 4.6157], [-7.4026, 1.4208, 2.5884], [-6.3236, -0.0436, 2.5456], [-5.8242, 1.4673, 0.3445], [-6.3178, 2.8700, -2.9468], [-6.4604, 2.6772, -1.2084], [-8.6485, 2.5284, -2.8416], [-8.5532, 1.6046, -1.3306], [-9.0928, 0.3039, -3.4034], [-7.8713, -0.2723, -2.4462], [-7.3151, 1.4489, -4.7388], [-7.3399, -0.3093, -4.8738], [-5.0656, 0.9851, -4.2371], [-5.4209, -0.6013, -3.5480], [4.3630, 4.8225, 1.6884], [3.5974, 4.0483, 0.1592], [4.8945, 3.6718, -1.1579], [2.2097, 5.1068, -0.5514], [2.8366, 2.4221, 0.6269], [2.3852, 1.3337, 0.9441], [4.7750, 5.8079, 1.4641], [5.1711, 4.2034, 2.0815], [3.6204, 4.9396, 2.4791], [5.3375, 4.5952, -1.5359], [4.4609, 3.1360, -2.0047], [5.7006, 3.0564, -0.7544], [2.5751, 6.0823, -0.8768], [1.4330, 5.2726, 0.1970], [1.7461, 4.6176, -1.4103], [0.0448, -1.0089, -4.9581], [0.9742, -0.9147, -3.8501], [0.7268, -1.6435, -2.6970], [1.3046, -0.9767, -1.6141], [1.3075, -1.4587, -0.4707], [1.8500, 0.2278, -2.1455], [1.5971, 0.2413, -3.4835], [1.9115, 1.3084, -4.4694], [0.5956, -3.0550, -2.7425], [-0.0513, -3.7049, -1.6955], [-0.1108, -5.0902, -1.6854], [0.4610, -5.8299, -2.7106], [1.1062, -5.1752, -3.7494], [1.1813, -3.7913, -3.7679], [-0.1983, -2.0504, -5.1499], [0.5189, -0.5903, -5.8419], [-0.8814, -0.4621, -4.7540], [2.3655, 0.9698, -1.5612], [2.4060, 2.1309, -3.9593], [1.0025, 1.6910, -4.9369], [2.5744, 0.9381, -5.2521], [-0.4752, -3.1200, -0.8922], [-0.6069, -5.5990, -0.8682], [0.4147, -6.9105, -2.6981], [1.5788, -5.7452, -4.5383], [1.7249, -3.2900, -4.5579]], "mulliken_spin": [4.46, 0.01, 0.08, 0.01, 0.02, 0.08, 0.01, -0.01, 0.00, 0.00, 0.00, 0.01, 0.00, 0.00, 0.07, 0.02, -0.01, 0.00, 0.00, 0.00, 0.00, 0.00, 0.00, 0.00, 0.00, 0.00, 0.00, 0.00, 0.00, 0.00, 0.00, 0.00, 0.01, 0.00, 0.00, 0.00, 0.00, 0.00, 0.00, 0.01, 0.00, 0.01, 0.04, 0.00, 0.01, 0.00, 0.00, 0.00, 0.00, 0.00, 0.00, 0.00, 0.00, 0.00, 0.00, 0.00, 0.00, 0.00, 0.01, 0.01, 0.09, -0.01, 0.00, 0.00, 0.00, 0.00, 0.00, 0.00, 0.00, 0.00, 0.00, 0.00, 0.00, 0.00, 0.00, 0.00, 0.00, 0.00, 0.00, 0.00, -0.01, 0.01, 0.00, -0.02, 0.05, 0.00, 0.00, 0.00, 0.00, 0.00, 0.00, 0.00, 0.00, 0.00, 0.00, 0.00, 0.00, 0.00, 0.05, -0.02, 0.00, 0.00, 0.00, 0.00, 0.00, 0.00, 0.00, 0.00, 0.00, 0.00, 0.00, 0.01, 0.00, 0.00, 0.00, 0.00, 0.00, 0.00, 0.00, 0.00], "relative_energy_kcal_mol": 20.2, "charge": 2, "energy_ev": -119751.3945, "s_squared": 8.762, "spin_multiplicity": 6}